Record 1
7
Properties=species:S:1:pos:R:3:mulliken_charge:R:1 method="wB97M-V/def2-TZVPD" spin_multiplicity=1 orbital_gap_ev=8.7 smiles="C[SiH]=S" e_above_lowest_kj_mol=128.6 fmax_ha_per_bohr=0.0845
C -0.9644 -0.3432 -0.4351 -0.81
Si 0.7725 0.3771 0.2926 0.37
S 2.6072 0.1139 -0.3381 -0.33
H -0.2290 -0.8171 -1.1844 0.31
H -1.3582 0.7707 -0.0595 0.26
H -1.3606 -1.3044 0.1939 0.26
H 0.5325 1.2031 1.5307 -0.06


Record 2
17
Properties=species:S:1:pos:R:3:mulliken_charge:R:1 method="wB97M-V/def2-TZVPD" spin_multiplicity=2 orbital_gap_ev="10.5 / 7.9" s2=0.77 charge=+2 e_above_lowest_kj_mol=27.8 fmax_ha_per_bohr=0.0214
C -0.8875 -0.6120 -0.5677 -1.25
C 0.3104 -0.2366 0.1687 0.42
C 1.3431 -1.0524 0.6465 -0.11
N 1.7401 -2.2074 0.1683 -0.19
N 0.3331 1.2013 0.5200 -0.14
H -1.2783 0.1858 -1.1957 0.45
H -1.6900 -0.6998 0.2008 0.40
H -0.9024 -1.5920 -1.0316 0.36
H 1.8310 -0.7046 1.5644 0.33
H 1.1750 -2.8578 -0.3699 0.28
H 2.7215 -2.4690 0.2735 0.31
H 0.9419 1.6902 -0.1616 0.42
H 0.6357 1.4119 1.4850 0.46
H -0.6101 1.6398 0.4175 0.28
H -2.5695 2.8435 -1.2594 0.33
H -2.8787 1.6523 -0.3807 0.34
O -2.1286 2.1735 -0.7170 -0.70


Record 3
19
Properties=species:S:1:pos:R:3:mulliken_charge:R:1 method="wB97M-V/def2-TZVPD" spin_multiplicity=1 orbital_gap_ev=9.5 charge=+1 e_above_lowest_kj_mol=163.4 fmax_ha_per_bohr=0.0826
C 2.0778 0.8171 -0.9667 -1.20
C 1.3299 0.1559 0.1798 0.83
N 1.7687 0.0598 1.4007 -0.49
C 1.0174 -0.4078 2.3262 -0.10
C -0.2697 -0.9531 2.1040 -0.67
C -0.6396 -1.0286 0.7558 0.21
N 0.0570 -0.3230 -0.1196 0.09
C -0.4929 -0.0576 -1.4147 -0.15
C -1.7444 0.3553 -1.6550 -0.27
C -2.7382 0.5909 -0.6722 -0.10
N -3.6132 0.8658 0.0299 -0.32
H 1.2022 1.4292 -1.1656 0.44
H 2.4755 0.2449 -1.8772 0.29
H 2.8760 1.4137 -0.5182 0.31
H 1.3231 -0.3886 3.2957 0.50
H -0.9755 -1.4290 2.7980 0.36
H -1.6058 -1.5370 0.4543 0.51
H 0.0835 -0.4140 -2.3132 0.35
H -2.1318 0.6061 -2.6420 0.40


Record 4
56
Properties=species:S:1:pos:R:3:mulliken_charge:R:1 method="wB97M-V/def2-TZVPD" spin_multiplicity=1 orbital_gap_ev=8.4 smiles="CC(C)OCCCNC(=O)C(=O)N/N=C/c1ccc(OCc2ccccc2)cc1" e_above_lowest_kj_mol=330.0 fmax_ha_per_bohr=0.0176
C 4.9905 -6.1033 -5.5365 -1.45
C 3.8993 -6.7099 -4.6601 0.64
C 4.3676 -8.0294 -4.0411 -1.42
O 3.5845 -5.7333 -3.6814 -0.33
C 2.4191 -5.9766 -2.9332 -0.60
C 2.0580 -4.6921 -2.1927 -0.28
C 0.8518 -4.8922 -1.2774 -0.84
N 0.5008 -3.6723 -0.5958 -0.07
C -0.6661 -3.0391 -0.7331 0.59
O -1.6180 -3.4079 -1.3999 -0.71
C -0.7068 -1.7400 0.0830 0.68
O 0.2537 -1.3705 0.7385 -0.68
N -1.9049 -1.1405 -0.0532 0.41
N -2.4152 -0.0014 0.4660 -1.06
C -1.7320 0.7613 1.2304 -0.59
C -2.3200 1.9679 1.7665 0.73
C -3.6429 2.3295 1.4849 -0.63
C -4.1789 3.4800 2.0085 -0.66
C -3.4127 4.3134 2.8322 0.84
O -4.0471 5.4194 3.2980 -0.44
C -3.3510 6.3014 4.1528 -0.86
C -2.2066 7.0323 3.4914 0.43
C -2.2264 7.2831 2.1264 -0.15
C -1.1798 7.9601 1.5261 -0.61
C -0.1097 8.4002 2.2858 -0.40
C -0.0884 8.1592 3.6493 -0.53
C -1.1302 7.4752 4.2494 -0.38
C -2.0950 3.9635 3.1150 -0.15
C -1.5632 2.8038 2.5863 -1.06
H 5.2431 -6.7806 -6.3471 0.41
H 5.8762 -5.9145 -4.9363 0.34
H 4.6482 -5.1597 -5.9515 0.35
H 3.0001 -6.9025 -5.2724 0.28
H 5.2014 -7.8432 -3.3684 0.33
H 3.5660 -8.5076 -3.4833 0.35
H 4.6910 -8.7074 -4.8260 0.43
H 1.5940 -6.2751 -3.5993 0.31
H 2.5806 -6.7881 -2.2070 0.23
H 1.8448 -3.9101 -2.9224 0.24
H 2.9241 -4.3783 -1.6075 0.29
H 1.0694 -5.6718 -0.5387 0.31
H -0.0262 -5.1899 -1.8565 0.38
H 1.1913 -3.2096 -0.0159 0.26
H -2.5589 -1.6401 -0.6555 0.34
H -0.7017 0.5556 1.5147 0.53
H -4.2289 1.6846 0.8502 0.42
H -5.1975 3.7685 1.8008 0.42
H -2.9975 5.7704 5.0476 0.42
H -4.1122 7.0256 4.4665 0.33
H -3.0633 6.9405 1.5359 0.40
H -1.2019 8.1455 0.4625 0.38
H 0.7069 8.9289 1.8172 0.38
H 0.7444 8.4999 4.2467 0.37
H -1.1095 7.2827 5.3131 0.37
H -1.4749 4.5918 3.7346 0.37
H -0.5393 2.5424 2.8118 0.36


Record 5
124
Properties=species:S:1:pos:R:3:mulliken_charge:R:1 method="wB97M-V/def2-TZVPD" spin_multiplicity=4 orbital_gap_ev="4.0 / 4.5" s2=4.07 charge=-2 e_above_lowest_kj_mol=0.0 fmax_ha_per_bohr=0.0129
V 1.3812 1.0012 0.0416 -0.73
O -1.4585 2.2247 3.1355 -0.76
C -0.4227 2.1888 2.2593 -0.69
O -0.3293 0.9725 1.4687 2.16
C 0.5593 3.0718 2.0142 -0.15
C 0.7531 4.3388 2.7084 -1.53
C 1.8543 5.0875 2.4109 -0.86
C 2.8357 4.6853 1.4776 -1.23
C 2.6342 3.4507 0.8286 1.65
N 1.5117 2.7045 1.0751 1.26
C 3.5378 2.7694 -0.0196 -0.92
O 4.7215 3.3565 -0.4061 -0.66
O 3.3533 1.5752 -0.4233 -0.51
H -1.9919 1.4216 2.9856 0.21
H 0.0262 4.6647 3.4397 0.45
H 1.9996 6.0308 2.9312 0.32
H 3.7169 5.2975 1.3241 0.21
H 4.7043 4.2615 -0.0752 0.31
C 3.1147 1.8715 4.7372 -1.97
C 3.1693 1.2481 3.3466 1.92
C 4.5944 0.9287 2.9137 -1.99
C 2.2415 0.0337 3.2752 -0.26
C 2.6848 -1.1273 4.1683 -0.70
O 3.0591 -2.1660 3.2467 -0.52
C 2.6906 -1.7354 2.0067 0.56
N 2.2018 -0.5633 1.9170 0.37
C 2.8954 -2.7786 0.9582 -0.56
C 3.5477 -3.9444 1.3799 -0.91
C 3.7775 -4.9919 0.5060 -0.71
C 3.3437 -4.8995 -0.8084 -0.89
C 2.6862 -3.7574 -1.2284 -0.29
C 2.4607 -2.6801 -0.3711 0.14
P 1.5008 -1.2549 -1.0480 2.43
C 0.0396 -2.1488 -1.6904 0.50
C -0.0598 -2.5973 -3.0073 -0.05
C -1.2210 -3.2142 -3.4474 -0.77
C -2.2909 -3.3872 -2.5768 -0.73
C -2.1965 -2.9465 -1.2651 -0.02
C -1.0337 -2.3298 -0.8211 -0.65
C 2.4421 -0.7495 -2.5222 0.24
C 1.8882 0.3044 -3.2736 -0.17
C 2.6858 0.8855 -4.2551 -0.43
C 3.9889 0.4670 -4.4814 -0.95
C 4.5292 -0.5580 -3.7247 -1.02
C 3.7514 -1.1552 -2.7434 -0.67
H 3.6660 2.8135 4.7447 0.44
H 3.5550 1.2212 5.5013 0.39
H 2.0854 2.0952 5.0243 0.41
H 2.7656 1.9706 2.6458 -0.92
H 5.0761 0.1927 3.5671 0.35
H 5.1974 1.8390 2.9416 0.44
H 4.6178 0.5615 1.8863 0.34
H 1.2210 0.3495 3.5125 0.34
H 1.8920 -1.5187 4.8080 0.17
H 3.5660 -0.8983 4.7680 0.45
H 3.8705 -4.0254 2.4056 0.49
H 4.2834 -5.8803 0.8635 0.40
H 3.5032 -5.7136 -1.5055 0.41
H 2.3322 -3.6922 -2.2493 0.48
H 0.7571 -2.4232 -3.6990 0.44
H -1.2973 -3.5420 -4.4777 0.39
H -3.2052 -3.8514 -2.9265 0.41
H -3.0315 -3.0477 -0.5813 0.35
H -0.9961 -1.9461 0.1936 -0.15
H -0.1397 -0.0886 -2.9199 -1.06
H 2.2802 1.6949 -4.8464 0.47
H 4.5856 0.9590 -5.2407 0.38
H 5.5526 -0.8791 -3.8748 0.37
H 4.1940 -1.9292 -2.1304 0.41
C -1.1843 -0.0069 1.6571 -0.73
C -2.0282 -0.7680 2.1070 0.02
C -2.9381 -1.7807 2.4294 -0.51
C -2.5380 -2.7110 3.4657 0.31
C -1.1755 -2.8361 3.8336 -0.11
C -0.7574 -3.6856 4.8365 -0.30
C -1.6661 -4.4635 5.5499 -0.65
C -3.0110 -4.3443 5.2246 -0.61
C -3.4391 -3.4974 4.2174 -0.40
C -4.1870 -1.8469 1.6905 0.87
C -4.7095 -0.6924 1.0683 -0.44
C -5.8723 -0.7253 0.3242 -0.54
C -6.5768 -1.9115 0.1445 -0.59
C -6.0659 -3.0692 0.7166 -0.81
C -4.9015 -3.0436 1.4662 -0.07
H -0.4465 -2.2422 3.2948 0.03
H 0.3037 -3.7461 5.0600 0.38
H -1.3363 -5.1303 6.3372 0.36
H -3.7525 -4.9143 5.7767 0.35
H -4.5005 -3.4084 4.0351 0.48
H -4.1694 0.2402 1.1715 0.26
H -6.2243 0.1948 -0.1285 0.40
H -7.4884 -1.9344 -0.4412 0.36
H -6.5698 -4.0192 0.5665 0.33
H -4.5120 -3.9742 1.8540 0.54
C 0.4428 1.5203 -1.5909 1.15
C 0.4861 0.8127 -2.9683 2.46
C -0.0790 1.5711 -4.1520 0.00
C -0.8321 0.8962 -5.1081 -0.22
C -1.3434 1.5534 -6.2173 -0.73
C -1.1051 2.9090 -6.3913 -0.71
C -0.3459 3.5915 -5.4512 -0.97
C 0.1637 2.9277 -4.3456 0.32
H -1.0378 -0.1588 -4.9572 0.34
H -1.9418 1.0069 -6.9371 0.40
H -1.5138 3.4308 -7.2488 0.36
H -0.1532 4.6512 -5.5692 0.43
H 0.7537 3.4657 -3.6183 0.60
C -4.7148 1.5045 -2.2603 -0.80
C -3.7421 0.4876 -2.1468 -0.71
C -2.4464 0.8133 -1.8692 0.86
C -2.0353 2.1595 -1.6951 -0.08
C -0.6540 2.4985 -1.4626 0.70
C -0.3861 3.8087 -1.1098 -0.29
C -1.3854 4.7971 -1.0873 -1.04
C -2.6773 4.5033 -1.4263 -1.13
C -3.0297 3.1653 -1.7270 1.18
C -4.3670 2.8051 -2.0363 -1.09
H -5.7422 1.2449 -2.4886 0.42
H -4.0335 -0.5512 -2.2427 0.52
H -1.7099 0.0346 -1.7237 -0.83
H 0.6372 4.0809 -0.8759 0.19
H -1.1092 5.8098 -0.8142 0.38
H -3.4464 5.2678 -1.4377 0.35
H -5.1147 3.5907 -2.0768 0.36


Record 6
9
Properties=species:S:1:pos:R:3:mulliken_charge:R:1 method="wB97M-V/def2-TZVPD" spin_multiplicity=1 orbital_gap_ev="7.4 / 7.4" e_above_lowest_kj_mol=257.4 fmax_ha_per_bohr=0.0716
C 0.0057 -0.5387 1.3289 -0.18
C 0.8468 -0.4382 -0.8842 0.00
N 0.6827 -0.9107 0.2732 -0.37
N -0.8195 1.2689 -0.2883 -0.59
S -1.1185 0.7037 1.1373 0.18
Br 1.0219 -1.7414 -2.3582 -0.17
H -0.1893 -1.1020 2.1886 0.39
H 0.8802 0.6131 -1.1216 0.51
H -1.3100 2.1454 -0.2757 0.23


Record 7
85
Properties=species:S:1:pos:R:3:mulliken_charge:R:1 method="wB97M-V/def2-TZVPD" spin_multiplicity=1 orbital_gap_ev=7.8 fmax_ha_per_bohr=0.3253
C 15.9271 -38.2422 1.8179 -0.67
O 15.5455 -37.2830 0.8770 -0.57
C 16.4740 -36.3005 0.6303 1.96
C 15.9675 -35.3452 -0.4602 0.24
O 14.7420 -34.7132 -0.1859 -0.59
C 14.8417 -33.7367 0.7465 -0.35
H 16.7925 -38.8648 1.5911 -0.07
H 15.1046 -38.8901 2.1209 0.38
H 16.2334 -37.6985 2.7116 0.20
H 17.4714 -36.7111 0.4734 0.07
H 16.6494 -35.7234 1.5382 -1.01
H 15.7420 -35.9009 -1.3703 0.15
H 16.7618 -34.6821 -0.8028 -0.98
H 15.4151 -32.8614 0.4413 0.25
H 15.1871 -34.0978 1.7152 -0.02
H 13.8417 -33.4056 1.0265 0.44
C 18.3987 -38.4295 2.8802 0.07
O 19.5059 -38.2721 2.0017 0.05
C 19.6428 -39.2297 0.9834 -0.56
C 20.7785 -38.9853 -0.0373 -0.34
O 22.1443 -38.9767 0.4815 -0.50
C 22.3415 -37.8919 1.3944 -0.23
H 18.0147 -37.4097 2.9056 -1.12
H 18.7672 -38.7126 3.8662 0.38
H 17.7048 -39.1909 2.5238 0.60
H 18.7210 -39.3345 0.4112 0.37
H 19.8508 -40.2170 1.3960 0.43
H 20.5709 -38.1270 -0.6763 0.33
H 20.8083 -39.8409 -0.7120 0.54
H 21.8295 -38.1618 2.3180 0.44
H 21.8588 -36.9887 1.0213 0.00
H 23.3960 -37.6362 1.4983 0.36
C 18.0737 -36.4281 -2.5610 -1.24
O 18.0708 -35.9609 -1.2220 0.24
C 19.3272 -35.9426 -0.5840 -0.79
C 19.1004 -35.2684 0.8138 -1.34
O 18.5785 -33.9693 0.7022 -0.43
C 17.9165 -33.5595 1.9237 -1.16
H 18.8136 -36.0276 -3.2540 0.40
H 17.1186 -36.2209 -3.0435 0.46
H 18.1429 -37.5135 -2.6335 0.11
H 20.1009 -35.3554 -1.0786 0.89
H 19.7443 -36.9096 -0.3028 -1.34
H 20.0759 -35.1299 1.2800 2.15
H 18.4647 -35.9583 1.3687 -0.19
H 18.4609 -33.5832 2.8677 0.46
H 16.9702 -34.0997 1.9522 -0.54
H 17.6251 -32.5189 1.7805 0.47
C 20.7456 -36.2927 2.9095 -0.68
O 19.4373 -35.9928 3.3623 0.39
C 19.3347 -35.2680 4.5643 -1.14
C 17.9227 -35.2274 5.1821 -0.76
O 17.2593 -34.1551 4.5277 -0.23
C 15.9286 -34.0148 4.9885 -0.95
H 21.2489 -36.8965 3.6646 0.54
H 21.3251 -35.3916 2.7084 0.59
H 20.8419 -36.9074 2.0146 -1.14
H 19.7176 -34.2945 4.2583 0.54
H 20.0473 -35.6770 5.2805 0.42
H 17.9153 -34.9612 6.2391 0.61
H 17.4173 -36.1910 5.1176 0.31
H 15.3322 -34.8716 4.6749 0.32
H 15.4748 -33.1064 4.5923 0.27
H 15.9079 -33.9092 6.0731 0.35
O 17.6142 -35.4479 -4.2420 -0.60
H 18.0225 -35.2574 -5.0865 0.28
H 17.2126 -34.6203 -3.9774 0.26
C 18.0009 -30.2670 0.3085 -0.91
O 16.9752 -31.1741 0.0353 -0.84
H 17.9672 -29.8306 1.3067 0.22
H 18.9395 -30.8152 0.2278 0.23
H 17.8276 -29.5266 -0.4725 0.30
H 17.5205 -31.8760 -0.3275 1.31
C 21.4632 -33.5759 -0.3556 0.26
O 21.9481 -33.6088 -1.6323 -0.56
H 20.4749 -34.0285 -0.2747 -0.41
H 22.1069 -34.2301 0.2324 0.36
H 21.3335 -32.5324 -0.0684 0.33
H 22.0920 -34.5425 -1.8027 0.36
C 17.9457 -33.1383 -1.8685 -1.00
O 18.0398 -32.5533 -0.6099 -0.58
H 17.6168 -32.4161 -2.6157 0.54
H 18.9859 -33.4026 -2.0591 0.48
H 17.3346 -34.0384 -1.8023 0.51
H 18.1972 -33.2681 0.0112 1.58


Record 8
17
Properties=species:S:1:pos:R:3:mulliken_charge:R:1 method="wB97M-V/def2-TZVPD" spin_multiplicity=1 orbital_gap_ev=9.8 smiles="O[C@H]1[C@@H]2NCC=NO[C@@H]12" e_above_lowest_kj_mol=764.6 fmax_ha_per_bohr=0.1069
O -2.8776 0.0547 -0.2490 -0.51
C -1.7086 -0.6243 0.2153 -0.25
C -0.3354 -0.8409 -0.3543 0.09
N 0.7802 -1.6773 -0.1037 -0.28
C 1.8777 -0.9134 0.2358 -0.42
C 1.9203 0.7000 -0.0336 0.02
N 1.1279 1.6602 -0.2307 -0.40
O -0.1392 1.4897 0.0058 -0.17
C -0.5836 0.3229 0.5530 -0.34
H -2.6178 0.9480 -0.2340 0.33
H -1.9433 -1.1084 1.1042 0.39
H -0.4098 -0.5602 -1.4714 0.16
H 1.0527 -2.4184 -0.7199 0.31
H 2.6388 -1.2198 -0.6754 0.30
H 2.2993 -1.0712 1.3176 0.20
H 2.9929 0.8934 -0.4337 0.29
H -0.2573 0.4349 1.7022 0.28


Record 9
29
Properties=species:S:1:pos:R:3:mulliken_charge:R:1 method="wB97M-V/def2-TZVPD" spin_multiplicity=1 orbital_gap_ev=9.7 e_above_lowest_kj_mol=344.7 fmax_ha_per_bohr=0.0976
C -1.6490 0.6204 1.6458 -0.36
C -1.1977 -0.6106 1.8891 -0.25
C 1.0107 -0.5340 -0.6032 -0.09
C -1.0075 0.7963 -0.9780 -0.19
C -0.3718 -0.9765 -0.8601 1.14
C -1.5353 0.9753 -2.3660 -1.78
C -0.6486 -1.8814 -2.0371 -1.63
C 2.4108 0.8577 2.4141 -1.10
C 2.4591 0.4130 0.9986 -0.30
O 1.8799 -0.4589 -1.4458 -0.64
O -2.5360 2.5498 0.2550 -0.64
O -0.1909 -2.8636 0.8093 -0.62
O 1.2781 -0.1491 0.6736 -0.05
S -2.5161 1.0928 0.1408 0.40
S -1.1882 -1.8633 0.4886 0.39
H -1.7584 1.2666 2.5352 0.47
H -0.7477 -0.9196 2.8343 0.46
H -0.2357 1.3613 -0.6106 0.68
H -1.6257 1.9671 -2.7502 0.33
H -2.3702 0.3385 -2.4090 0.51
H -0.8188 0.6599 -2.9779 0.55
H -0.1387 -1.3132 -2.8317 0.39
H -1.7418 -2.1631 -2.3020 0.28
H -0.1378 -2.8434 -1.7764 0.51
H 3.4111 1.2554 2.5814 0.41
H 1.5427 1.5045 2.5743 0.26
H 2.2983 0.0117 3.1160 0.25
H 3.3190 -0.2899 0.7824 0.29
H 2.8065 1.1965 0.2095 0.32


Record 10
18
Properties=species:S:1:pos:R:3:mulliken_charge:R:1 method="wB97M-V/def2-TZVPD" spin_multiplicity=1 orbital_gap_ev=10.2 smiles="NS(=O)(=O)O.CC(C)=O" e_above_lowest_kj_mol=149.4 fmax_ha_per_bohr=0.1749
N 1.5800 0.0709 2.7112 -0.41
S 2.6997 0.6431 1.5327 1.09
O 3.7745 1.1114 2.3110 -0.57
O 3.1397 -0.2264 0.5157 -0.49
O 1.7790 2.0394 1.0915 -0.44
H 2.0781 -0.8031 2.9794 0.26
H 0.6853 -0.0837 2.7523 0.24
H 1.8660 2.4899 1.9540 0.36
C -1.4503 0.2811 -1.5875 -1.31
C -0.0455 -0.0780 -1.1272 0.75
C 0.8424 -1.0023 -1.8957 -0.94
O 0.4154 0.2049 -0.0365 -0.48
H -1.3947 0.5797 -2.5788 0.39
H -1.8157 1.0450 -0.9641 0.37
H -2.1214 -0.4903 -1.3672 0.34
H 1.7648 -1.1482 -1.4093 0.27
H 1.0411 -0.4656 -2.8336 0.31
H 0.3004 -1.9904 -2.2269 0.27


Here are the calculated M numbers, same order: 76.20 91.13 146.17 397.48 1010.04 167.03 474.63 128.13 250.34 155.18 (g mol⁻¹).